Entry 1:
C21H37CsN3O5Si3 | ωB97M-V/def2-TZVPD

Element x y z (Å)
1 Cs 0.7989 0.4511 1.0082
2 O 3.4759 -3.7027 3.4655
3 C 3.0168 -2.4692 3.1055
4 O 2.4275 -2.3061 2.0683
5 C 3.3830 -1.3637 4.1208
6 C 4.0697 -1.5300 5.2962
7 C 4.1216 -0.3865 6.1086
8 C 3.4286 0.6902 5.7196
9 C 2.7226 0.8031 4.5159
10 N 2.6922 -0.2079 3.7013
11 C 1.7882 1.9441 4.1301
12 O 1.0114 2.2252 5.0737
13 O 1.8834 2.4266 2.9436
14 H 3.0695 -4.2750 2.7947
15 H 4.5199 -2.5199 5.4994
16 H 4.5724 -0.3785 7.0502
17 H 3.3303 1.4215 6.5192
18 C 0.4672 -3.6175 0.2541
19 O 0.1464 -2.3792 -0.3366
20 Si 0.6878 -1.8586 -1.9085
21 C 2.5163 -1.9395 -1.8652
22 C 0.2196 -3.2276 -3.0776
23 C -0.1518 -0.3371 -2.3407
24 Si 0.8358 0.9250 -3.1326
25 C 2.6523 0.7560 -3.4051
26 C 0.8173 2.6424 -2.3808
27 C 0.2994 1.2335 -4.9316
28 Si -1.8953 0.0479 -2.3325
29 C -2.3460 1.3683 -0.9688
30 C -2.9679 -1.4814 -1.8324
31 C -2.8377 0.9491 -3.6977
32 H 1.5478 -3.6782 0.4630
33 H 0.0411 -4.4793 -0.2444
34 H -0.0190 -3.6496 1.2466
35 H 2.6130 -2.7584 -1.1536
36 H 3.0869 -1.0277 -1.6586
37 H 2.8980 -2.2523 -2.8587
38 H 0.3324 -2.9421 -4.1063
39 H -0.7761 -3.6006 -2.9627
40 H 0.9431 -4.0733 -2.9904
41 H 3.2757 0.8677 -2.4845
42 H 2.8362 1.5631 -4.0790
43 H 2.8500 -0.1606 -3.9477
44 H 1.1911 2.7502 -1.3145
45 H -0.1256 3.1337 -2.4482
46 H 1.5193 3.2645 -3.0068
47 H 0.2433 0.2193 -5.4337
48 H 1.0763 1.7739 -5.3878
49 H -0.6318 1.8381 -5.0990
50 H -1.9709 1.2672 0.0433
51 H -3.4288 1.4927 -0.8218
52 H -1.9880 2.3671 -1.3146
53 H -2.3544 -1.9072 -1.1097
54 H -3.1978 -2.0849 -2.6905
55 H -3.9727 -1.1329 -1.4533
56 H -2.4692 1.9826 -3.6202
57 H -3.8753 0.8242 -3.5102
58 H -2.6221 0.5725 -4.7516
59 C -5.2999 2.4958 1.3674
60 N -3.9991 2.1812 1.9211
61 C -3.0188 3.0019 2.5166
62 C -2.0943 2.1084 3.0890
63 N -2.3991 0.8459 2.7400
64 C -3.5174 0.9314 2.0670
65 H -5.3582 3.5352 1.3171
66 H -6.0906 2.1264 2.0668
67 H -5.4612 2.0342 0.3686
68 H -3.1883 4.0646 2.6450
69 H -1.2441 2.4573 3.7119
70 H -4.1072 0.1442 1.7200

Atomic forces in eV per Å
-0.072 -0.054 0.179
-0.500 0.349 -0.130
1.120 0.392 0.629
0.179 0.070 0.622
-2.426 0.542 -2.212
0.314 -0.647 -0.806
-0.168 -1.680 -1.157
-0.736 2.067 1.378
-0.115 0.089 -0.169
1.698 -2.453 0.416
-0.176 1.374 -0.495
0.344 0.076 -0.895
-0.254 -1.011 2.044
0.269 -0.197 0.075
-0.255 0.857 0.103
0.779 -0.174 1.272
-0.091 0.555 -0.656
-0.165 0.630 1.105
0.261 0.178 -0.777
-2.260 0.394 0.124
0.787 0.199 -0.853
1.321 -1.290 0.135
0.857 0.046 0.108
-0.899 0.422 -0.246
0.651 -0.661 0.920
1.614 0.951 0.613
-1.527 -0.998 0.030
-1.240 -0.264 1.648
0.060 0.680 -0.417
-1.494 2.560 -1.184
2.118 -0.548 -1.865
-0.370 -0.426 -0.384
0.233 -0.243 -0.714
0.208 0.185 -0.156
0.853 0.047 0.153
-0.200 -0.459 0.642
-0.258 -0.150 0.518
-0.014 0.574 -0.581
-0.729 -0.271 0.221
-0.549 0.152 0.195
-0.331 -0.176 -0.853
0.493 0.705 -0.380
0.447 -0.283 0.063
-0.433 -0.244 -1.086
-0.923 0.384 0.095
-0.520 -0.445 0.544
-0.218 1.131 0.367
1.176 0.806 -0.873
0.655 -0.844 0.200
0.331 -0.306 0.155
0.001 -0.143 -0.311
-0.132 -0.538 0.157
0.640 -1.423 1.443
0.254 -0.718 -0.318
1.080 -0.323 0.012
-0.588 -0.079 -0.269
-1.011 0.259 0.286
-0.261 0.472 1.249
-0.261 -1.836 0.439
1.700 0.153 0.513
-0.611 -1.127 0.774
-0.131 3.059 -0.481
-0.035 -0.837 0.097
-0.235 0.508 0.364
-0.323 1.716 -0.334
0.508 0.295 -0.586
0.283 0.352 0.633
0.200 -0.216 -0.138
-0.440 -0.774 -0.592
-0.480 -1.391 -0.600

ΔE to the lowest compared entry with this formula, charge and spin = 28.36 kcal per mole
LUMO energy = 2.079 eV
Total charge = -1

Here are the Löwdin charges for atoms 1 to 2, given in e:
1. Cs 1.02
2. O 0.09



Entry 2:
C4H13NOS | ωB97M-V/def2-TZVPD

Element x y z (Å)
1 C -0.1574 2.1432 1.1241
2 C 0.0396 0.8743 0.3314
3 N -1.0372 0.5716 -0.6813
4 C 0.1759 -0.3618 1.2803
5 C -0.4337 -1.6872 0.8321
6 S 0.4382 -2.3789 -0.6259
7 H -0.9138 2.0055 1.9138
8 H 0.7655 2.4517 1.6187
9 H -0.6037 2.9530 0.5461
10 H 0.9799 0.7758 -0.2092
11 H -1.2196 1.4038 -1.2329
12 H -1.8590 0.4873 -0.0793
13 H -0.2646 -0.1704 2.2593
14 H 1.2529 -0.5325 1.2783
15 H -1.4908 -1.6407 0.5738
16 H -0.2774 -2.4810 1.5573
17 H -0.3972 -2.1407 -1.6566
18 O 2.0982 -0.7178 -2.8980
19 H 1.4484 -0.2413 -3.4504
20 H 1.4558 -1.3139 -2.4817

Atomic forces in eV per Å
-0.495 0.209 0.442
-0.505 -1.939 -0.845
0.073 0.544 1.417
-0.247 -0.182 -0.430
0.109 0.061 -1.187
0.108 -0.553 -0.183
0.257 -0.299 -0.062
-0.067 0.176 -0.116
0.556 0.135 -0.345
-0.016 0.976 -0.305
0.128 0.068 -0.073
-0.270 -0.091 -0.495
0.415 0.260 0.234
-0.004 -0.055 0.990
0.046 0.028 0.211
-0.124 0.220 0.339
-0.161 0.184 0.471
-1.292 0.200 -0.617
0.826 0.159 0.027
0.662 -0.100 0.529

ΔE to the lowest compared entry with this formula, charge and spin = 20.86 kcal per mole
LUMO energy = 0.801 eV
Total charge = 0
SMILES = C[C@H](N)CCS.O

Here are the Löwdin charges for atoms 1 to 2, given in e:
1. C -0.08
2. C -0.44



Entry 3:
C6H12N2O4 | ωB97M-V/def2-TZVPD

Element x y z (Å)
1 C -1.7434 0.5018 0.8114
2 C -0.2705 -0.2187 0.9020
3 C -2.8560 -0.5741 0.3376
4 C 1.8178 -0.4998 -0.0558
5 C 2.8737 0.6056 0.0876
6 C 2.2336 -1.5014 -1.1578
7 H -1.0229 2.3044 -0.1964
8 H -2.5092 1.6402 -0.8456
9 H -2.1264 1.0437 1.7749
10 H -2.2491 -1.6071 0.0150
11 H -3.3208 -0.8050 1.5515
12 H -4.3182 -0.4255 -1.5293
13 H 0.0095 0.7770 -0.8649
14 H 2.0268 -1.0815 1.0192
15 H 1.7126 -2.4282 -0.8622
16 H 3.2791 -1.5055 -1.0580
17 H 1.7131 -1.2237 -2.2696
18 H 3.3965 2.0396 0.9839
19 N -1.6750 1.5212 -0.3963
20 N 0.4242 0.0277 -0.1853
21 O 0.0762 -0.8934 1.9195
22 O -4.0219 0.2017 -0.5163
23 O 4.1286 0.2701 0.3562
24 O 2.4214 1.8309 0.1787

Atomic forces in eV per Å
-0.731 1.323 -2.383
-2.871 -0.041 3.560
-0.393 -0.297 3.516
1.130 -0.192 0.264
3.892 -2.934 1.243
-4.099 0.819 -1.488
-1.524 -0.442 -0.223
-2.463 0.808 -1.016
1.198 -1.194 -1.672
-2.340 2.850 -0.047
0.707 0.153 -4.179
1.749 2.697 5.050
0.873 -1.875 1.363
-1.304 1.684 -2.765
0.726 0.029 -0.399
1.398 -0.643 -0.724
1.982 -0.472 3.017
-3.477 -0.009 -3.495
4.334 -1.726 3.597
2.077 -0.092 -0.438
-1.146 1.692 -2.742
1.481 -4.978 -2.742
-5.744 2.134 -1.167
4.543 0.707 3.869

ΔE to the lowest compared entry with this formula, charge and spin = 168.51 kcal per mole
LUMO energy = 0.002 eV
Total charge = 0

Here are the Löwdin charges for atoms 1 to 2, given in e:
1. C -0.21
2. C -0.46



no.,highest occupied orbital energy (eV),electronic energy (a.u.),strongest force on any atom (eV Å⁻¹)
1,-4.057,-2251.6655,3.33
2,-8.950,-688.3555,2.17
3,-9.543,-646.0679,6.24